Formula: C10H24FeO11P2Te
Source: the Open Molecules 2025 dataset
Level of theory: ωB97M-V/def2-TZVPD

XYZ file:
```
49
Properties=species:S:1:pos:R:3:forces:R:3:mulliken_spin:R:1
C -0.943992 -1.662238 2.013215 0.1 -0.1 -0.2 0.004
P -1.034434 2.722924 -1.658461 0.2 -0.2 -0.3 0.004
H 2.174295 2.403926 2.129408 0.1 0.0 0.0 0.000
Te 0.197050 -1.635221 -3.129541 0.1 0.0 -0.2 0.017
H -3.283473 0.225046 -4.441716 0.0 -0.1 0.0 0.000
H 0.493342 3.834017 -2.622666 0.0 0.0 0.0 0.001
C 2.589837 1.445162 0.248059 -0.1 -0.1 -0.1 0.016
P -2.685074 0.500436 -2.418990 0.2 0.1 0.1 -0.002
H -1.780827 -2.139678 2.537625 0.0 0.0 0.0 0.001
H 2.004806 -3.438556 -2.289671 0.0 0.0 0.1 0.000
C -1.412977 0.663850 2.348906 0.2 -0.1 0.1 0.002
H 2.769962 0.741083 2.328832 0.0 0.0 -0.1 0.000
H 2.728099 -1.397483 -1.264339 0.0 0.1 0.1 -0.006
O -1.308722 1.425259 -2.637998 -0.4 0.2 -0.1 0.036
H -0.126607 -1.528017 2.730095 0.0 0.0 0.0 -0.001
C -0.005212 1.100894 2.785343 0.0 0.0 0.0 0.002
C 1.763416 -1.787973 0.607494 0.3 0.0 0.0 -0.001
H -0.025233 2.154850 3.083427 0.0 0.0 0.0 0.000
O -2.193445 -0.522273 -1.406208 0.2 0.0 0.0 0.066
O -0.949997 2.028077 -0.303075 0.3 -0.1 -0.1 0.059
O -1.868218 3.886558 -1.953779 0.0 0.0 0.2 0.004
O 0.823276 0.907597 1.663124 -0.1 0.0 0.0 -0.005
H 3.681830 1.437915 0.172125 0.0 0.0 0.0 0.001
O -3.879912 1.314345 -2.203652 0.0 0.0 0.0 0.003
H 3.626341 -0.813499 0.147559 0.0 0.0 0.0 0.000
H 2.202049 2.340878 -0.231048 -0.1 0.0 0.0 0.000
H 2.174578 -2.805199 0.636803 0.0 0.1 0.0 0.000
H 0.375258 0.515902 3.635821 -0.1 0.0 0.0 0.000
H 0.648417 -0.909659 -5.684587 0.0 0.0 0.0 0.001
Fe -0.338181 0.095007 -0.726753 -0.3 0.2 0.3 3.702
H 1.844737 -0.123750 -4.608426 0.0 0.0 0.0 0.000
H 2.877198 -2.170380 -3.185028 0.0 0.0 0.0 0.000
O -1.334068 -0.436809 1.450848 -0.2 0.4 0.0 0.020
O -2.702644 -0.257657 -3.838414 0.0 0.0 -0.1 0.001
H 1.968574 -3.419677 -4.059392 0.0 0.0 0.0 0.003
H 1.726698 -1.392053 1.623037 0.0 0.0 0.0 -0.002
O 2.052205 0.361942 -0.521824 0.0 -0.2 0.0 0.032
O 0.502090 3.028594 -2.090609 0.0 0.0 0.1 0.001
H -1.902833 1.453724 1.786077 0.1 0.0 0.0 0.003
C 1.989802 -2.798507 -3.168246 0.0 0.0 -0.1 0.000
H -2.022026 0.398762 3.219626 0.0 0.0 0.0 0.001
C 2.137832 1.393015 1.706472 -0.1 0.0 0.0 -0.007
C 2.629914 -0.919992 -0.289633 0.0 0.1 0.0 0.006
H -1.369367 -2.637908 0.155623 0.0 0.0 0.0 -0.001
O 0.460790 -1.818766 0.040283 0.1 -0.1 0.2 0.037
H -0.143312 -3.484023 1.135006 0.1 0.1 0.0 0.000
H 0.181944 0.503556 -4.701019 0.0 0.0 0.0 0.000
C 0.798925 -0.389670 -4.742897 0.0 0.0 0.0 0.000
C -0.519175 -2.504059 0.824671 -0.2 -0.2 0.1 0.001
```
Positions in Å, forces in eV/Å.

Properties
Total charge   0
Gap between HOMO and LUMO (spin up / spin down)   0.3010 / 0.3061 Eh
Lowest unoccupied orbital energy (spin up / spin down)   0.07 / 0.07 eV
Spin multiplicity   5

=====

Formula: C10H24N2O8Ti
Source: the Open Molecules 2025 dataset
Level of theory: ωB97M-V/def2-TZVPD

XYZ file:
```
45
Properties=species:S:1:pos:R:3:forces:R:3:mulliken_spin:R:1
H -1.517773 0.830551 0.833698 -0.5 -0.4 -0.2 0.000
O -3.271483 0.247021 -1.278792 1.7 -1.4 -1.9 -0.006
H -0.524363 1.738751 0.026098 -0.1 0.7 -0.6 0.037
H 0.552367 -3.523599 -0.560092 -0.2 -0.2 0.1 0.006
O -4.403143 1.504111 0.101498 -0.7 0.1 0.5 0.001
O -4.161233 -0.587699 0.584678 0.0 -2.0 1.0 -0.001
H -4.365433 0.119901 1.200478 -1.1 -0.5 2.3 -0.001
C -1.839943 -2.668559 -0.967362 -0.6 -0.7 1.7 0.018
H 3.014757 -3.354399 0.003898 0.1 -0.3 -0.5 0.000
C 0.448497 0.240761 2.695148 0.1 -0.5 1.4 0.001
H 2.126047 1.921001 1.031078 0.0 -0.8 0.6 -0.002
H 2.550257 -0.041439 -1.326772 0.0 0.3 -0.8 0.035
Ti -0.646093 0.291791 -1.722152 -0.5 -0.3 0.2 2.976
N 1.646917 -0.393029 -1.043122 0.3 0.7 -0.6 -0.009
H -1.702983 -3.731709 -0.769732 0.5 -0.2 -0.2 0.002
O 0.286317 0.909881 -5.213972 0.7 0.2 0.8 0.693
C 1.090397 3.890311 3.530458 0.5 0.5 -0.8 0.001
H -0.312463 -0.301999 3.255908 -0.4 0.2 -0.1 -0.001
H 3.067467 -2.064099 1.007038 -0.9 0.9 0.1 0.000
C 1.313627 2.310361 1.644658 -1.8 2.6 0.2 0.018
H 1.910977 -2.217469 -1.955262 0.5 0.1 -0.1 0.006
O -1.325603 0.225351 -3.939082 1.4 -0.5 -1.4 0.378
C 2.998437 -2.266509 -0.061772 0.2 -1.3 0.2 0.001
O -0.619933 -2.041119 -1.356372 0.1 0.3 -0.7 -0.030
H 0.962997 3.138141 1.028278 -0.3 0.2 -0.6 0.006
O 1.881977 3.012471 2.776028 1.0 -2.8 0.0 0.002
C 1.814887 -1.842049 -0.936472 -1.6 0.2 0.8 0.002
H 0.905347 -0.515549 2.056888 0.1 0.2 -0.3 0.002
C 0.008847 1.445901 1.901128 2.4 -0.7 0.1 0.015
C 0.433927 -2.441689 -0.500482 1.5 -0.3 0.2 0.011
H -2.730213 -2.633099 -1.595262 0.7 0.9 -0.7 -0.009
O -1.028833 -0.693319 -6.009872 0.1 0.1 1.9 0.012
H 1.586077 4.118251 4.474088 0.0 -0.6 0.1 0.000
H 0.235917 -2.182949 0.539688 -0.3 0.2 0.1 -0.011
H -0.360913 -0.655869 -6.698402 0.3 0.0 -0.4 0.005
H 0.087307 3.495941 3.692918 -0.1 0.5 0.0 0.000
N -0.532143 0.937361 0.640768 -0.4 0.5 -0.2 0.002
H -2.135663 -2.264359 0.000768 -0.2 0.3 0.0 0.003
H 1.195317 0.522011 3.437608 0.1 0.1 0.1 -0.002
H 1.558537 0.104701 -0.168742 -0.5 -0.5 0.7 -0.070
C -3.988923 0.385741 -0.279182 1.6 3.8 -2.0 0.011
H 3.980727 -1.965259 -0.425732 -0.2 0.1 -0.5 0.000
H -0.756433 2.075491 2.355088 0.3 0.0 0.4 -0.003
C -0.632143 0.096951 -4.986002 -2.5 0.1 -0.8 -0.098
H 1.197777 4.823021 2.976738 -1.2 0.5 0.0 0.000
```
Positions in Å, forces in eV/Å.

Properties
Total charge   0
Gap between HOMO and LUMO (spin up / spin down)   0.1798 / 0.1237 Eh
Lowest unoccupied orbital energy (spin up / spin down)   -0.04 / -4.47 eV
Spin multiplicity   5